{"formula": "C25H24O5S", "method": "ωB97M-V/def2-TZVPD", "species": ["C", "C", "C", "H", "H", "O", "C", "O", "C", "C", "C", "C", "C", "S", "C", "C", "C", "C", "C", "C", "H", "H", "H", "H", "H", "C", "H", "C", "O", "C", "C", "C", "C", "C", "C", "C", "H", "H", "C", "O", "H", "H", "H", "H", "H", "H", "H", "O", "H", "H", "H", "H", "H", "H", "H"], "positions_angstrom": [[-1.28222, 2.60903, 4.60663], [-0.27928, 3.40966, 4.29511], [0.39442, 3.44376, 2.96131], [0.35660, 4.45933, 2.54239], [1.45668, 3.17843, 3.05418], [-0.23431, 2.54405, 2.05775], [0.30998, 2.46458, 0.84719], [1.29052, 3.08243, 0.50536], [-0.44645, 1.55651, -0.05189], [-0.18271, 1.52990, -1.36135], [-0.95710, 0.68975, -2.32523], [-0.12638, -0.44282, -2.86935], [1.07800, -0.82044, -2.38804], [1.76713, -2.18369, -3.19649], [0.39297, -2.27150, -4.25988], [0.19585, -3.18270, -5.28623], [-0.95351, -3.08112, -6.04143], [-1.88822, -2.07964, -5.78134], [-1.69391, -1.17595, -4.76056], [-0.54531, -1.26244, -3.97065], [-2.42002, -0.39823, -4.57592], [-2.77578, -2.01288, -6.39300], [-1.12917, -3.77909, -6.84594], [0.93103, -3.94720, -5.48415], [1.62754, -0.36986, -1.58545], [-2.23118, 0.17731, -1.63266], [-2.97407, 0.97532, -1.58579], [-1.91543, -0.25453, -0.20017], [-1.02755, -1.32356, -0.25741], [-0.83581, -2.01700, 0.96493], [-0.04516, -1.24797, 1.99231], [-0.51900, -1.08223, 3.28440], [0.23626, -0.40970, 4.22803], [1.46857, 0.13080, 3.89186], [1.93364, -0.01381, 2.59015], [1.18996, -0.70681, 1.65599], [1.56120, -0.83251, 0.65002], [2.88816, 0.41001, 2.31115], [2.30502, 0.84324, 4.92654], [1.57930, 1.32034, 6.03077], [0.84564, 1.85941, 5.70517], [3.03917, 0.14270, 5.34118], [2.86467, 1.66286, 4.44743], [-0.12767, -0.30730, 5.23997], [-1.48002, -1.49215, 3.56149], [-1.81242, -2.30609, 1.38017], [-0.29103, -2.92149, 0.67540], [-1.41669, 0.82170, 0.56706], [-2.83795, -0.54948, 0.33245], [-2.64771, -0.67549, -2.16591], [-1.25261, 1.31636, -3.17710], [0.61987, 2.14396, -1.73621], [0.12679, 4.11968, 5.00419], [-1.73773, 2.62530, 5.58209], [-1.67950, 1.91499, 3.88647]], "lumo_ev": 0.684, "homo_lumo_gap_ev": 8.83, "energy_ev": -47386.66457, "smiles": "C=CCOC(=O)C1=C[C@@H](c2csc3ccccc23)C[C@@H](OCc2ccc(CO)cc2)O1", "multiplicity": 1, "de_lowest_kcal_mol": 0.0}

{"formula": "C4H9N", "method": "ωB97M-V/def2-TZVPD", "species": ["C", "C", "C", "N", "C", "H", "H", "H", "H", "H", "H", "H", "H", "H"], "positions_angstrom": [[1.26947, -1.40692, -0.20126], [0.23700, -0.51804, 0.47712], [0.24056, 0.83428, 1.16000], [-0.00403, 0.69803, -0.24669], [-1.28335, 0.94481, -0.85690], [1.70031, -2.20385, 0.41113], [0.72262, -1.89847, -1.02151], [2.06548, -0.82445, -0.67279], [-0.62510, -1.09870, 0.82570], [1.13356, 1.37374, 1.47315], [-0.63668, 1.06365, 1.78298], [-2.11934, 0.41064, -0.37518], [-1.49059, 2.01830, -0.85950], [-1.20992, 0.60699, -1.89625]], "lumo_ev": 1.231, "homo_lumo_gap_ev": 10.24, "energy_ev": -5782.45692, "smiles": "C[C@H]1CN1C", "multiplicity": 1, "de_lowest_kcal_mol": 31.2}

{"formula": "C41H41FeN8O10P2S2", "method": "ωB97M-V/def2-TZVPD", "species": ["Fe", "C", "C", "C", "C", "C", "C", "C", "S", "O", "O", "N", "C", "C", "C", "C", "C", "C", "C", "C", "N", "C", "H", "H", "H", "H", "H", "H", "H", "H", "H", "H", "H", "H", "H", "C", "O", "C", "C", "C", "C", "C", "C", "C", "N", "C", "C", "N", "C", "C", "C", "C", "N", "C", "C", "N", "C", "C", "C", "C", "H", "H", "H", "H", "H", "H", "H", "H", "H", "H", "H", "H", "H", "H", "O", "P", "O", "O", "O", "P", "O", "O", "O", "H", "H", "C", "C", "N", "C", "S", "N", "C", "C", "H", "H", "H", "H", "H", "H", "H", "H", "H", "H", "H", "H"], "positions_angstrom": [[0.51273, -0.56224, 0.80104], [5.85741, 5.61945, 0.37960], [5.30645, 4.24752, 0.65585], [6.10908, 3.11673, 0.56110], [5.59496, 1.85452, 0.83085], [4.26089, 1.71739, 1.17361], [3.44228, 2.83417, 1.29385], [3.97216, 4.08729, 1.03624], [3.60393, 0.13434, 1.64542], [2.85492, 0.37330, 2.83772], [4.71265, -0.78187, 1.66572], [2.55087, -0.29976, 0.46606], [3.06339, -0.67278, -0.76424], [4.37003, -0.62301, -1.20291], [4.70867, -0.97279, -2.52606], [3.77332, -1.37719, -3.43359], [2.42555, -1.49009, -3.01284], [1.38806, -1.93332, -3.85442], [0.11596, -2.03705, -3.36822], [-0.12384, -1.70350, -2.03008], [0.82120, -1.28503, -1.21653], [2.08768, -1.15478, -1.68895], [6.90434, 5.57263, 0.08309], [5.78406, 6.25240, 1.26536], [5.30072, 6.11316, -0.41928], [7.15254, 3.22280, 0.28928], [6.22841, 0.97768, 0.79570], [2.41158, 2.70693, 1.60570], [3.34735, 4.96759, 1.15085], [5.16170, -0.33414, -0.53125], [5.75062, -0.91509, -2.81796], [4.04198, -1.64383, -4.44758], [1.61361, -2.18542, -4.88361], [-0.70525, -2.36647, -3.98821], [-1.12125, -1.77983, -1.62384], [-12.38923, -5.70497, 2.05089], [-12.00487, -4.52072, 1.37602], [-10.68301, -4.23236, 1.31287], [-9.68057, -5.02440, 1.86003], [-8.35523, -4.62674, 1.73768], [-8.01094, -3.45740, 1.07594], [-9.03097, -2.66913, 0.53480], [-10.34775, -3.04963, 0.65013], [-6.62188, -3.01488, 0.93907], [-6.24520, -1.81747, 0.55725], [-4.87478, -1.84432, 0.58192], [-4.41612, -3.07984, 0.97623], [-5.54902, -3.82453, 1.20341], [-3.03128, -3.40269, 1.08708], [-2.48804, -4.63784, 1.46152], [-1.12338, -4.78155, 1.53032], [-0.31102, -3.68476, 1.23615], [-0.80719, -2.52002, 0.86915], [-2.13490, -2.36144, 0.79079], [-2.60103, -1.04881, 0.38641], [-1.65036, -0.12121, 0.12735], [-2.03753, 1.07691, -0.26357], [-3.38510, 1.42488, -0.42687], [-4.35473, 0.50048, -0.15359], [-3.96393, -0.78238, 0.26416], [-13.47239, -5.74861, 1.98876], [-12.08790, -5.67776, 3.10094], [-11.96317, -6.58991, 1.57171], [-9.91278, -5.93684, 2.38835], [-7.59551, -5.24727, 2.19868], [-8.76537, -1.75268, 0.02602], [-11.14422, -2.44670, 0.23542], [-5.59389, -4.79093, 1.47053], [-3.13624, -5.47160, 1.70275], [-0.67248, -5.71801, 1.82564], [0.76624, -3.74282, 1.32876], [-1.25808, 1.79357, -0.46354], [-3.62874, 2.42969, -0.73898], [-5.40846, 0.72794, -0.24417], [0.37706, 2.27314, 3.74896], [-0.54860, 1.67592, 2.61855], [-1.66881, 2.54889, 2.26625], [0.36259, 1.22662, 1.44448], [-1.05913, 0.24682, 3.21899], [-0.01106, -0.86199, 3.78881], [-1.00145, -2.06112, 4.16848], [0.71922, -0.32583, 4.94619], [0.74434, -1.36634, 2.55820], [0.87684, 1.57963, 4.22927], [-1.21853, -2.01793, 5.10713], [-0.30284, 4.80703, -1.32387], [0.68630, 3.91023, -0.59962], [1.80618, 3.48391, -1.43241], [1.76400, 2.46123, -2.30151], [0.33930, 1.66343, -2.72242], [2.93721, 2.11245, -2.87156], [4.24660, 2.62707, -2.50650], [4.57467, 3.97328, -3.14060], [-1.10140, 5.09632, -0.63905], [-0.73958, 4.28587, -2.17368], [0.18757, 5.71328, -1.68373], [0.20066, 3.02779, -0.18757], [1.12036, 4.44753, 0.24494], [2.71563, 3.80998, -1.14738], [2.87832, 1.31891, -3.48841], [4.97429, 1.88042, -2.82017], [4.33044, 2.67848, -1.41650], [4.57421, 3.89625, -4.22811], [5.56129, 4.30949, -2.81672], [3.84664, 4.73748, -2.86358]], "lumo_ev": [-0.430, -0.977], "homo_lumo_gap_ev": [7.50, 6.96], "energy_ev": -150226.23329, "multiplicity": 6, "de_lowest_kcal_mol": 11.6}